{
  "formula": "C5H4O3",
  "method": "ωB97M-V/def2-TZVPD",
  "elements": ["C", "C", "C", "C", "C", "H", "H", "H", "H", "O", "O", "O"],
  "positions_angstrom": [[-0.90906, 0.05727, -0.61863], [-0.23700, 0.95947, 0.46491], [-0.28457, -1.05870, 0.20785], [1.19979, -0.75749, 0.19167], [1.20163, 0.68944, 0.34893], [-0.72946, 1.85068, 0.90010], [-0.76488, -2.03775, 0.38912], [1.96948, -1.51772, 0.53344], [1.92605, 1.32054, 0.89886], [-1.90752, 0.12992, -1.27173], [-0.68063, -0.17631, 1.31247], [1.55991, 0.17693, -0.82698]],
  "atomic_forces_ev_per_a": [[-1.314, 0.318, -0.020], [-2.795, 0.226, 1.195], [-0.457, -0.495, 1.125], [1.430, -1.980, 0.200], [1.163, 2.083, 3.022], [0.767, -0.133, -0.754], [0.745, 0.320, -0.635], [-0.942, 1.358, -0.480], [-0.332, -0.626, -0.264], [0.944, 0.122, -0.038], [-0.354, 0.191, 0.021], [1.145, -1.384, -3.373]],
  "gap_ev": 10.88,
  "charge": 0,
  "lumo_ev": 0.89,
  "homo_ha": -0.36726,
  "e_above_lowest_ev": 4.296
}